Here is 8 unconnected molecules or ions with the total composition C11H38N10O11 in a non-equilibrium geometry from the OMol25 dataset. Energies are from wB97M-V/def2-TZVPD.

frontier orbital gap	8.75	eV
E_HOMO	-9.20	eV
net charge	0
relative energy (zero: lowest compared OMol25 entry of this formula, charge and spin)	34.0	kcal/mol
molar mass	486.484	g/mol
SMILES string	NC(N)=O.NC(N)=O.NC(N)=O.NC(N)=O.NC(N)=O.OCCO.OCCO.OCCO

XYZ file:
```
70
Properties=species:S:1:pos:R:3:forces:R:3:nbo_charge:R:1
C -8.5982 12.8323 -8.0525 0.4 0.5 -0.2 0.7823
O -9.6150 12.7391 -7.3841 0.0 0.4 0.2 -0.6869
N -8.2880 11.9121 -9.0088 -0.6 -1.1 0.1 -0.8722
N -7.6407 13.8179 -7.9985 -0.5 -0.9 0.1 -0.8509
H -8.9579 11.1701 -9.1316 0.1 -0.1 0.1 0.4113
H -7.4803 11.8701 -9.5983 -0.1 0.6 0.0 0.3893
H -6.7697 13.4861 -8.3652 0.4 1.0 -0.1 0.3925
H -7.7588 14.6878 -7.5166 0.1 -0.1 0.2 0.4163
C -10.2697 8.5397 -7.4073 1.0 -1.8 -0.4 0.7949
O -11.0508 8.7900 -6.5058 0.7 1.1 -0.2 -0.6640
N -9.2217 9.2612 -7.9458 0.1 0.9 -0.1 -0.8754
N -10.2903 7.2829 -7.9609 -1.2 -0.5 0.7 -0.8472
H -8.6727 9.9732 -7.4995 -0.6 0.1 0.6 0.4058
H -8.7425 8.8979 -8.7508 -0.2 -0.4 0.0 0.3890
H -11.0551 6.7457 -7.5839 0.0 -0.1 -0.3 0.4015
H -9.7991 6.8792 -8.7343 0.2 0.5 -0.2 0.4020
C -11.8953 12.4271 -4.4942 -1.4 -0.1 0.1 0.7677
O -13.0768 12.6481 -4.2428 0.3 -0.6 0.0 -0.6774
N -11.3429 11.2109 -4.7390 1.0 0.4 0.0 -0.8427
N -11.0328 13.4846 -4.5146 0.7 1.2 0.1 -0.8566
H -11.7900 10.3374 -4.9542 -0.5 0.2 0.0 0.4405
H -10.3455 11.2300 -4.8548 0.0 -0.3 -0.2 0.3821
H -10.1976 13.5445 -5.0688 0.1 -0.7 -0.3 0.3940
H -11.5201 14.3660 -4.5105 -0.2 -0.1 0.2 0.3948
C -6.9259 10.7242 -11.8720 -1.0 -0.6 1.3 0.7667
O -7.7479 9.9048 -12.2567 0.6 0.3 -0.6 -0.6437
N -5.7791 10.3808 -11.1894 0.8 0.1 0.0 -0.8674
N -7.1869 12.0584 -11.8650 -0.3 0.5 -0.5 -0.8530
H -5.4433 9.4344 -11.1934 -0.5 -0.2 -0.1 0.4088
H -5.5416 10.8890 -10.3557 0.2 0.2 -0.2 0.3772
H -8.0379 12.3378 -12.3236 0.0 0.0 0.1 0.4150
H -6.6042 12.8014 -11.5176 0.4 -0.2 -0.2 0.4064
C -11.7818 9.1641 -10.5377 -0.3 0.2 -0.5 0.7770
O -11.6523 8.0693 -11.0715 -0.3 0.4 0.4 -0.6694
N -12.8482 9.6121 -9.8107 0.3 0.0 0.1 -0.8607
N -10.8430 10.1586 -10.7234 0.9 -0.1 -0.3 -0.8769
H -12.7625 10.5008 -9.3297 -0.3 -0.2 0.0 0.4200
H -13.7603 9.2045 -9.8843 0.2 -0.4 0.1 0.4016
H -10.0362 9.9137 -11.2772 0.0 -0.1 0.1 0.4109
H -10.7399 10.9497 -10.1148 -0.4 0.1 0.1 0.3803
C -3.1780 13.7302 -4.9742 0.4 -0.3 0.7 -0.0944
C -4.3023 12.7949 -5.4137 0.3 0.4 0.9 -0.0845
O -3.7396 11.6951 -6.0944 -0.3 -0.1 -0.7 -0.7282
O -3.6593 14.9266 -4.3893 0.0 0.3 -0.4 -0.7158
H -2.4682 13.7760 -5.8096 -0.3 0.8 -0.2 0.1663
H -2.5363 13.3342 -4.1804 -0.4 -0.6 0.0 0.1748
H -4.9741 13.3827 -6.0460 0.1 -0.4 -0.5 0.1645
H -4.9322 12.4771 -4.5773 0.2 0.0 0.1 0.1739
H -3.3335 11.0882 -5.4704 -0.1 0.1 0.1 0.4758
H -3.7921 15.6291 -5.0316 0.0 -0.1 -0.1 0.4686
C -5.0235 16.9693 -9.5922 1.0 -0.2 0.7 -0.0934
C -4.5292 15.6364 -9.0889 0.1 -0.6 -0.4 -0.0830
O -5.1428 14.5344 -9.8072 0.4 0.0 0.5 -0.7373
O -6.3655 17.1592 -9.1846 0.3 0.3 -0.5 -0.7064
H -4.8045 17.0525 -10.6615 -0.6 -0.2 -0.2 0.1768
H -4.3672 17.7203 -9.1318 -0.1 0.0 0.1 0.1675
H -4.6856 15.4992 -8.0133 -0.3 0.3 0.0 0.1640
H -3.4561 15.5064 -9.2590 0.1 0.6 0.0 0.1757
H -4.4609 13.8653 -9.6818 -0.3 -0.4 -0.4 0.4654
H -6.5516 18.0813 -9.3919 -0.4 -0.1 0.1 0.4749
C -14.6309 12.8167 -8.3769 1.0 -1.1 -0.8 -0.0736
C -13.4579 12.7676 -7.3764 -1.4 0.7 -1.3 -0.0989
O -12.6650 11.6745 -7.8282 0.2 0.4 0.8 -0.7586
O -15.4623 13.9520 -8.3524 0.0 -0.2 0.4 -0.7045
H -15.1771 11.8744 -8.2986 -0.7 0.4 0.4 0.1743
H -14.1692 12.6921 -9.3674 0.1 0.3 -0.1 0.1453
H -13.8694 12.6802 -6.3743 0.5 -0.2 0.2 0.2133
H -12.9466 13.7263 -7.5153 0.4 -0.1 0.4 0.1452
H -11.8779 11.6461 -7.2642 0.0 -0.2 -0.1 0.5059
H -14.9435 14.6797 -8.7064 -0.1 0.1 0.0 0.4629
```
Positions in Å, forces in eV/Å.